# 1
# C29H39F3O5S

A 6-piece molecular cluster, C29H39F3O5S overall at a distorted geometry (ωB97M-V/def2-TZVPD, OMol25).

Summary:
electronic energy	-59926.22280	eV
structure (SMILES)	CCOS(C)(=O)=O.Fc1ccccc1.Fc1ccccc1.Fc1ccccc1.C1CCOC1.C1CCOC1
HOMO energy	-9.1	eV
strongest force on any atom	3.4	eV/Å

The geometry in ORCA input format:
```
! RIJCOSX wB97M-V def2-TZVPD def2/J DEFGRID3
* xyz 0 1
S -3.943 -6.092 -4.345
F -6.773 4.990 2.235
F 3.494 0.255 -6.895
F 4.721 3.211 5.254
O 2.555 -3.282 3.780
O -0.686 2.885 -0.332
O -4.010 -7.421 -3.754
O -2.627 -5.422 -4.489
O -4.775 -5.093 -3.377
C 2.482 2.855 5.717
C 4.587 0.401 -6.085
C 5.729 0.033 -3.922
C 1.200 3.249 5.448
C -5.243 1.677 4.229
C 0.393 1.318 -1.695
C 5.585 1.303 -6.456
C -6.645 1.832 4.027
C 4.029 -3.152 4.058
C 3.539 -2.522 1.710
C 6.678 0.982 -4.326
C -4.422 2.608 3.698
C 0.352 2.811 -1.261
C -4.906 3.724 3.083
C 4.595 -3.232 2.661
C -4.458 -3.745 -3.409
C -0.437 0.635 -0.743
C -7.168 2.939 3.334
C -4.541 -3.186 -2.008
C -4.932 -6.063 -5.977
C -1.477 1.653 -0.460
C 3.446 3.450 4.935
C 6.622 1.544 -5.528
C 4.709 -0.309 -4.833
C 3.191 4.335 3.858
C 2.307 -2.605 2.587
C 1.901 4.744 3.576
C 0.941 4.154 4.431
C -6.262 3.889 2.881
H -5.247 -3.258 -3.982
H 0.365 2.839 5.996
H 1.565 5.451 2.831
H -4.851 0.812 4.744
H -1.955 1.398 0.486
H -5.548 -3.474 -1.708
H 0.148 0.555 0.173
H 3.761 -1.511 1.370
H 2.166 -1.565 2.881
H -2.280 1.745 -1.192
H -3.384 2.361 3.869
H -0.094 4.399 4.240
H -4.287 -6.368 -6.802
H 3.891 -0.985 -4.634
H 5.602 -2.894 2.419
H 0.046 3.331 -2.169
H -5.766 -6.734 -5.772
H 7.411 1.301 -3.600
H -4.329 -2.118 -2.066
H 4.031 4.609 3.238
H 1.431 0.992 -1.625
H 3.421 -3.240 0.898
H 7.398 2.244 -5.800
H -5.173 -5.009 -6.112
H -8.182 3.190 3.058
H 5.574 1.813 -7.408
H 1.424 -3.091 2.171
H -3.834 -3.627 -1.305
H -0.871 -0.326 -1.019
H 5.793 -0.500 -2.985
H -7.372 1.167 4.469
H 2.685 2.299 6.620
H -4.198 4.405 2.634
H 4.331 -2.216 4.527
H 4.614 -4.306 2.478
H -3.524 -3.425 -3.872
H 1.211 3.189 -0.707
H 0.053 1.150 -2.717
H 4.223 -3.955 4.769
*
```

Results of the Mulliken charge analysis, in e, for atoms 1 through 6:
1. S 1.14
2. F -0.31
3. F -0.29
4. F -0.31
5. O -0.43
6. O -0.39

---

# 2
# C5H38N2O11

A 12-piece molecular cluster, C5H38N2O11 overall at a distorted geometry (ωB97M-V/def2-TZVPD, OMol25).

Summary:
electronic energy	-31292.12754	eV
HOMO energy	-16.2	eV
strongest force on any atom	2.6	eV/Å

The geometry in ORCA input format:
```
! RIJCOSX wB97M-V def2-TZVPD def2/J DEFGRID3
* xyz 2 1
O 0.001 -1.727 -2.373
O -2.893 -1.130 -2.635
O 5.826 0.959 0.214
O -3.335 -3.008 0.993
O 0.555 5.765 -1.607
O 3.361 1.506 1.466
O -0.874 -5.533 -2.758
O 1.033 -5.465 -0.490
O 1.374 -2.827 -0.407
O 0.110 5.083 2.328
O 1.598 2.286 -0.311
N 0.211 -2.412 1.877
N -0.873 3.676 -0.298
C -1.360 -0.694 1.093
C -1.357 1.841 1.307
C -1.514 2.316 -0.119
C -2.143 0.541 1.598
C 0.013 -0.920 1.747
H -2.574 2.418 -0.365
H 3.273 0.787 0.832
H -1.165 3.938 -1.237
H 0.731 -0.598 0.992
H -0.896 -2.092 -2.309
H 0.152 -1.926 -3.308
H 0.933 4.690 2.644
H 0.667 -2.679 0.927
H 2.057 2.619 0.481
H 4.311 1.520 1.643
H 0.958 -2.458 -1.223
H 6.224 1.731 -0.230
H 1.630 -6.214 -0.635
H -4.127 -3.104 1.540
H 0.349 -5.643 -1.158
H 6.533 0.394 -0.145
H 0.801 -2.699 2.650
H 1.402 5.531 -2.012
H -2.934 -0.728 -3.511
H -0.626 -5.640 -3.679
H -3.716 -3.011 0.102
H 0.177 -0.450 2.709
H -3.779 -0.983 -2.292
H -0.982 4.303 0.501
H -0.669 -2.924 1.819
H -0.305 1.580 1.484
H -1.565 -6.130 -2.475
H -1.058 1.626 -0.827
H -3.107 0.456 1.094
H 0.385 6.565 -2.121
H 0.367 6.010 2.408
H -1.537 2.599 2.074
H 2.255 2.172 -1.005
H -2.029 -1.549 1.273
H 0.129 3.460 -0.450
H -1.232 -0.551 0.023
H -2.402 0.495 2.658
H 1.635 -3.770 -0.498
*
```

Results of the Mulliken charge analysis, in e, for atoms 1 through 6:
1. O -0.66
2. O -0.55
3. O -0.61
4. O -0.63
5. O -0.60
6. O -0.65

---

# 3
# C36H36F3N2P2S5SbSc

C36H36F3N2P2S5SbSc as an isolated structure at a distorted geometry (ωB97M-V/def2-TZVPD, OMol25).

Summary:
electronic energy	-149038.87434	eV
ΔE to the lowest compared entry with this formula, charge and spin	27.6	kcal per mole
HOMO energy	-9.1	eV
strongest force on any atom	2.0	eV/Å

The geometry in ORCA input format:
```
! RIJCOSX wB97M-V def2-TZVPD def2/J DEFGRID3
* xyz 1 1
Sb -2.506 -1.430 0.946
Sc 0.504 0.277 0.039
S 3.014 0.253 0.841
S 6.709 2.955 -2.764
S 5.347 1.205 -0.784
S 1.295 2.673 -0.638
S 3.842 3.325 -2.069
P -0.141 0.340 -2.673
P 1.534 -1.953 -1.137
F -2.441 -6.973 -1.949
F -7.063 -3.947 4.415
F -6.906 2.370 -1.393
N 0.380 -0.177 2.228
N -1.143 1.738 0.904
C -2.848 -4.676 -2.129
C 0.087 0.930 4.371
C -4.016 -2.215 3.591
C -4.019 -0.207 -0.013
C -5.977 1.526 -0.936
C -0.975 1.797 2.347
C -2.859 -3.421 -1.532
C -5.036 -2.777 4.348
C -1.573 2.773 3.099
C -4.050 -2.275 2.205
C -2.081 -5.643 -0.050
C -5.121 -2.900 1.573
C -4.358 0.941 0.705
C 1.421 -1.058 4.196
C 0.845 1.501 -3.681
C 0.272 -1.254 -3.543
C -0.148 0.835 2.979
C 0.505 -2.425 -2.589
C 3.658 1.334 -0.333
C -2.111 -4.385 0.528
C 3.171 -1.740 -1.919
C -5.332 1.817 0.252
C -1.822 0.738 -3.281
C -6.145 -3.465 2.312
C -5.700 0.378 -1.651
C 1.740 -3.562 -0.294
C 1.117 -1.088 2.830
C -6.081 -3.395 3.693
C -4.720 -0.486 -1.181
C -1.355 2.857 4.485
C 2.956 2.327 -0.932
C -0.529 1.966 5.107
C 0.914 -0.048 4.964
C -2.496 -3.259 -0.200
C -2.457 -5.765 -1.376
C 5.388 2.532 -1.912
H -4.537 -1.397 -1.732
H -2.135 1.777 0.684
H 3.145 -0.926 -2.645
H -5.161 -2.955 0.492
H -2.077 1.743 -2.941
H 1.172 -1.065 -4.130
H 1.959 -4.340 -1.025
H -2.209 3.504 2.613
H -1.851 -4.282 1.577
H 0.655 1.307 -4.737
H -1.839 0.714 -4.370
H -5.027 -2.745 5.429
H 2.573 -3.483 0.406
H 3.451 -2.670 -2.413
H -0.759 2.606 0.527
H 1.507 -1.881 2.201
H -1.838 3.641 5.052
H 0.571 2.522 -3.430
H 2.055 -1.825 4.616
H 3.901 -1.489 -1.153
H -0.439 -2.781 -2.189
H 0.975 -3.267 -3.104
H -1.792 -6.518 0.517
H -2.560 0.044 -2.882
H -0.530 -1.491 -4.245
H -5.605 2.704 0.807
H -6.982 -3.957 1.834
H 1.126 0.005 6.025
H -3.895 1.134 1.672
H 1.906 1.373 -3.461
H -3.128 -4.810 -3.165
H -0.337 2.034 6.170
H -3.153 -2.569 -2.132
H -3.191 -1.731 4.101
H 0.832 -3.825 0.251
H -6.253 0.162 -2.556
*
```

Results of the Mulliken charge analysis, in e, for atoms 1 through 6:
1. Sb 0.63
2. Sc -0.14
3. S -0.37
4. S -0.20
5. S -0.03
6. S -0.60

---

# 4
# C10H38N12O9

A 9-piece molecular cluster, C10H38N12O9 overall at a distorted geometry (ωB97M-V/def2-TZVPD, OMol25).

Summary:
electronic energy	-47292.38119	eV
structure (SMILES)	NC(N)=O.NC(N)=O.NC(N)=O.NC(N)=O.NC(N)=O.NC(N)=O.CCO.CO.CO
ΔE to the lowest compared entry with this formula, charge and spin	192.2	kcal per mole
HOMO energy	-9.2	eV
strongest force on any atom	10.3	eV/Å

The geometry in ORCA input format:
```
! RIJCOSX wB97M-V def2-TZVPD def2/J DEFGRID3
* xyz 0 1
O -0.146 -0.825 -0.553
O -1.706 -2.924 2.287
O 0.422 2.406 3.158
O -3.188 1.656 -1.203
O 1.637 3.334 -2.258
O 1.824 -2.183 2.819
O -1.222 1.200 -4.348
O 4.416 -0.600 0.153
O -3.258 -2.154 -1.590
N -0.690 -0.879 2.894
N 4.167 0.644 -1.830
N 3.227 -0.290 2.762
N 1.434 1.138 -1.418
N -4.312 -0.069 -0.136
N 4.505 1.692 0.040
N 1.487 1.389 1.380
N 2.072 -0.567 4.497
N -0.385 2.400 0.983
N -2.568 0.797 0.900
N -2.842 -1.027 2.824
N -0.420 2.280 -1.563
C 2.408 -1.093 3.432
C -0.877 -1.249 -3.824
C -1.798 0.019 -3.915
C -1.729 -1.650 2.679
C -2.427 -3.183 -1.068
C 4.354 0.579 -0.512
C 1.104 -1.491 -0.287
C 0.517 2.122 1.834
C -3.354 0.762 -0.126
C 0.841 2.251 -1.795
H -2.496 0.097 1.690
H -1.034 2.998 -1.916
H -0.420 -1.230 -4.848
H -0.605 -0.748 0.280
H -1.027 3.030 1.460
H 3.523 -0.637 1.825
H -4.932 0.163 -0.905
H 2.307 0.438 4.750
H -2.992 -0.446 3.662
H 4.452 1.937 1.014
H 0.161 -1.429 2.800
H 1.656 -0.925 0.406
H 4.284 1.501 -2.406
H 2.021 0.876 2.117
H -2.610 -3.268 0.005
H 1.140 -0.894 4.854
H 4.632 2.606 -0.538
H -4.447 -0.802 0.629
H 1.580 -1.804 -1.176
H -0.941 1.357 -1.505
H 4.244 -0.213 -2.332
H -1.804 1.404 0.781
H -2.724 -4.044 -1.668
H -2.266 0.314 -2.987
H -3.693 -1.597 2.632
H 2.458 0.932 -1.649
H 0.715 -2.293 0.244
H -0.299 2.432 -0.052
H -0.737 -0.104 3.518
H -1.384 -2.814 -1.317
H 0.847 0.365 -1.204
H -0.074 -1.160 -3.138
H 3.525 0.601 3.104
H -1.286 -2.176 -3.632
H -2.595 -0.176 -4.598
H -1.236 1.324 -5.313
H 1.546 1.196 0.417
H -2.984 -1.298 -1.219
*
```

Results of the Mulliken charge analysis, in e, for atoms 1 through 6:
1. O 0.80
2. O -0.69
3. O -0.84
4. O -0.78
5. O -0.84
6. O -0.73